Below is an isolated molecule of C19H26N6O5S, with properties calculated with ωB97M-V/def2-TZVPD.

Structure (XYZ):
```
57
Properties=species:S:1:pos:R:3
S -1.380 -1.262 -2.502
O -2.988 0.815 -2.740
O 4.696 1.792 -0.646
O 0.641 -3.919 -0.537
O 4.350 1.315 1.545
O -5.330 2.848 0.583
N 3.163 0.268 -0.070
N 1.487 -1.881 -0.941
N -4.177 1.835 -1.077
N -1.294 -1.745 0.104
N -2.528 -0.589 1.748
N -3.940 1.154 1.170
C -1.818 -0.994 -0.851
C 5.639 2.796 -0.273
C -4.281 1.295 2.572
C -3.280 0.898 -1.562
C -1.226 -3.859 2.117
C 2.928 0.011 -1.475
C 4.955 4.108 0.081
C 2.345 -1.990 0.227
C -2.721 0.040 -0.546
C -4.810 2.740 -2.021
C 2.508 -0.622 0.869
C -1.665 -1.517 1.358
C -1.066 -2.371 2.426
C -0.340 -2.760 -2.350
C 0.611 -2.882 -1.173
C 4.095 1.142 0.376
C -3.054 0.189 0.804
C -4.537 2.001 0.249
C 1.553 -0.625 -1.657
H 1.377 -0.791 -2.722
H 1.878 -2.699 0.913
H 5.705 4.863 0.299
H -0.792 -4.450 2.919
H 3.124 -0.675 1.769
H -2.278 -4.116 2.025
H -1.010 -3.618 -2.303
H -5.892 2.621 -1.977
H 0.219 -2.799 -3.287
H -1.543 -2.111 3.372
H 3.704 -0.652 -1.881
H -0.001 -2.135 2.497
H -4.562 3.771 -1.768
H -0.721 -4.104 1.186
H 6.223 2.435 0.579
H 6.284 2.910 -1.147
H -5.009 2.098 2.659
H 4.328 3.970 0.959
H -4.439 2.491 -3.013
H 4.337 4.448 -0.747
H 0.791 0.075 -1.290
H 2.973 0.956 -2.021
H 1.525 -0.220 1.147
H 3.325 -2.388 -0.061
H -3.385 1.530 3.144
H -4.698 0.360 2.942
```

LUMO energy = 0.042 eV
HOMO-LUMO gap = 9.2 eV
Multiplicity = 1
HOMO energy = -0.33551 Eh
SMILES = CCOC(=O)N1CCN(C(=O)CSc2nc(CC)nc3c2c(=O)n(C)c(=O)n3C)CC1
Energy relative to the best compared isomer or geometry (same formula, charge and spin) = 0.135 eV

***

Below is a 2-piece molecular cluster, C7H14OS overall at a distorted geometry, with properties calculated with ωB97M-V/def2-TZVPD.

Structure (XYZ):
```
23
Properties=species:S:1:pos:R:3
S -2.957 0.391 -0.295
O -2.302 -0.364 -1.742
C 1.029 -1.230 0.399
C -3.608 -0.511 0.908
C 1.712 0.528 -1.244
C 1.866 1.235 0.093
C 0.605 -0.384 1.304
C 1.658 -0.963 -0.939
C 0.749 1.118 1.123
H 2.651 -1.220 -0.926
H 0.971 -2.361 0.766
H 2.598 0.744 -1.764
H -0.192 1.698 0.784
H -3.048 -0.662 1.836
H 2.096 2.359 -0.203
H 0.699 0.859 -1.631
H 2.639 0.674 0.530
H 0.296 -0.741 2.290
H -4.478 -1.171 0.969
H 1.046 1.491 2.126
H -3.986 0.561 -1.008
H -1.274 -0.520 -1.644
H 1.228 -1.530 -1.734
```

LUMO energy = 0.798 eV
HOMO-LUMO gap = 9.3 eV
Multiplicity = 1
HOMO energy = -0.31227 Eh
Energy relative to the best compared isomer or geometry (same formula, charge and spin) = 4.347 eV

***

Below is C52H56BrCrF4N5O2PS2 as an isolated structure at a distorted geometry, with properties calculated with ωB97M-V/def2-TZVPD.

Structure (XYZ):
```
124
Properties=species:S:1:pos:R:3
Br -1.648 -4.471 -1.653
Cr -0.718 0.243 0.010
S -5.318 1.723 -2.610
S -3.220 -2.772 2.766
P -1.391 -1.524 -3.208
F -3.757 -6.231 -5.992
F -2.594 -1.705 -6.027
F -3.619 -3.839 -7.276
F -2.876 -6.469 -3.474
O -1.116 2.056 0.439
O 0.620 -0.940 -0.442
N -2.549 0.163 -0.913
N -0.659 -2.039 3.008
N -1.869 1.853 -2.289
N 0.575 0.543 1.529
N -1.857 -1.390 1.079
C 0.493 0.277 -4.067
C -0.502 2.575 1.499
C 1.543 0.755 -4.832
C 1.102 3.517 3.619
C -2.614 -2.873 -5.369
C 2.018 0.005 -5.900
C -2.774 -5.283 -4.072
C 1.318 -3.718 -1.353
C -2.934 4.892 2.625
C -3.340 -0.987 -0.765
C -3.905 1.223 -5.042
C 2.460 -2.271 0.337
C -2.569 4.365 0.230
C 2.611 -2.967 -1.010
C -4.134 -0.858 -3.087
C 3.237 -2.569 1.448
C -0.124 -0.938 -4.373
C 0.031 4.261 3.062
C -4.009 -2.248 1.322
C 1.013 4.479 5.916
C 1.486 -0.489 1.679
C 1.931 4.150 4.730
C 0.377 -1.692 -5.429
C 1.442 -1.223 -6.185
C 3.755 -1.546 5.109
C 1.340 2.261 3.133
C -2.228 -4.186 -3.423
C -2.440 0.659 -2.137
C -5.199 1.103 -4.335
C -3.238 -5.176 -5.378
C 0.505 1.743 2.113
C -3.162 -3.959 -6.033
C 1.516 -1.258 0.512
C -4.100 -1.496 -1.731
C -1.762 -2.006 2.237
C -5.323 0.053 -3.299
C 2.890 -1.913 -2.089
C 3.756 -3.830 4.132
C 3.036 3.215 5.216
C -1.280 6.195 1.266
C -3.137 -1.564 0.561
C -2.792 0.634 -4.618
C -0.769 3.854 2.006
C 5.508 -2.173 3.464
C 2.297 -0.814 2.775
C 3.772 -3.963 -1.011
C 2.577 5.442 4.208
C 4.032 -2.350 3.840
C -2.129 -2.950 -4.073
C 3.158 -1.890 2.677
C -1.872 4.801 1.522
C -2.775 -0.169 -3.350
H 4.343 -1.953 5.931
H 2.704 -1.593 5.400
H -1.875 0.725 -5.186
H -3.344 5.094 -0.001
H 2.707 -3.989 4.389
H -4.705 -2.368 -1.530
H 0.271 5.234 5.658
H 2.841 0.370 -6.496
H 3.709 2.925 4.409
H 3.594 -4.799 -0.334
H -3.377 3.916 2.820
H -2.510 5.260 3.558
H 0.468 -3.034 -1.411
H 3.953 -3.370 1.367
H 1.095 -4.478 -0.602
H 2.201 -0.264 3.695
H 4.716 -3.492 -0.740
H 3.047 -2.407 -3.048
H 3.174 5.903 4.993
H 2.057 -1.222 -2.197
H -4.239 -1.643 -3.846
H -2.046 6.846 0.845
H 2.159 1.672 3.500
H -3.037 3.386 0.320
H -0.919 6.671 2.175
H -3.728 5.574 2.325
H -0.452 6.144 0.560
H -5.044 -2.455 1.133
H 1.427 -4.216 -2.317
H -0.158 5.238 3.481
H 0.486 3.589 6.260
H 4.034 -0.498 4.994
H 3.789 -1.342 -1.851
H -3.897 1.793 -5.960
H 0.166 0.855 -3.208
H -6.279 -0.453 -3.220
H 0.218 -1.761 2.588
H 5.732 -1.128 3.251
H 2.004 1.700 -4.583
H 3.229 5.236 3.360
H -1.765 2.437 -1.463
H 5.774 -2.759 2.586
H 6.145 -2.497 4.286
H 1.603 4.868 6.746
H -0.608 -2.716 3.752
H 1.819 -1.822 -7.003
H -1.870 4.352 -0.607
H -1.918 2.291 -3.197
H 4.364 -4.166 4.973
H 3.885 -4.374 -2.013
H 1.830 6.168 3.890
H 3.991 -4.464 3.279
H -6.081 1.340 -4.915
H 2.629 2.311 5.670
H -0.042 -2.662 -5.660
H 3.633 3.724 5.972
```

LUMO energy (spin up / spin down) = -2.955 / -4.325 eV
HOMO-LUMO gap (spin up / spin down) = 6.6 / 5.9 eV
Multiplicity = 5
HOMO energy (spin up / spin down) = -0.35236 / -0.37549 Eh
Energy relative to the best compared isomer or geometry (same formula, charge and spin) = 2.385 eV
Expectation value of S² = 6.06
Charge = +1

***

Below is a 12-piece molecular cluster, C93H158F5N7O7 overall at a distorted geometry, with properties calculated with ωB97M-V/def2-TZVPD.

Structure (XYZ):
```
270
Properties=species:S:1:pos:R:3
F -2.221 1.524 -0.926
F -6.351 5.399 2.170
F -0.263 0.607 4.538
F 0.775 5.606 -2.217
F 7.552 -3.402 -0.350
O -1.132 4.224 2.549
O 3.248 1.929 -4.504
O -5.578 -3.276 -1.026
O -2.016 -1.087 -7.065
O 1.496 -6.663 -4.032
O 3.997 2.351 5.000
O -0.445 -3.764 1.254
N 4.971 1.317 4.746
N -0.551 5.318 3.301
N -0.856 -4.455 2.446
N -6.164 -2.454 0.046
N -2.526 -0.035 -6.186
N 3.749 1.085 -3.425
N 2.276 -5.489 -3.927
C -3.886 -1.571 0.290
C -3.222 5.710 -2.662
C 5.327 0.579 -1.178
C -1.109 -1.303 -4.520
C -1.455 0.074 -5.104
C -1.928 1.014 -3.987
C 6.240 2.780 3.294
C -7.490 -0.435 0.421
C -0.507 7.777 3.360
C -0.308 -5.840 2.322
C -6.077 4.721 1.100
C 2.622 -3.251 -4.848
C -8.284 -2.215 -1.223
C -1.582 2.267 5.465
C 4.300 -2.570 0.796
C 5.694 0.084 -2.544
C 2.062 -5.005 -2.547
C 3.812 0.651 -1.045
C -6.803 3.650 -0.883
C -1.146 -6.545 1.194
C -1.178 6.852 -2.233
C -2.674 6.492 3.375
C -1.200 4.482 -2.740
C 2.897 -3.750 -2.442
C 2.754 -6.052 -1.618
C -4.296 0.657 -4.767
C -2.576 4.542 -2.885
C -6.282 -0.731 -1.844
C -0.527 -3.590 3.646
C 0.557 -4.735 -2.131
C -1.443 1.289 4.488
C -5.714 -1.142 2.019
C -3.794 2.590 4.604
C 3.196 1.510 -2.141
C -1.188 0.943 -0.272
C 2.954 -0.229 4.732
C 1.598 6.534 3.709
C -0.653 -6.578 3.684
C 5.923 -1.119 3.500
C 0.447 -4.444 -5.210
C -7.095 4.471 0.159
C 1.001 7.753 3.080
C 0.960 -0.088 1.049
C -0.209 0.721 -5.677
C -0.527 5.646 -2.382
C 5.348 -1.094 4.892
C 0.928 5.170 3.177
C -5.090 -2.123 1.028
C -2.568 6.871 -2.307
C 6.443 0.256 3.125
C 1.888 -4.617 -5.022
C -1.411 -2.313 3.514
C 5.135 -4.353 2.123
C 1.643 1.275 -2.219
C 5.457 1.432 3.350
C -3.600 1.685 3.581
C -3.361 0.696 -3.565
C 4.360 1.377 2.320
C 4.180 -3.441 1.828
C 4.311 0.229 6.730
C -0.490 1.810 0.623
C 0.945 -3.205 3.674
C -4.732 -0.239 -7.116
C 1.200 -5.902 2.014
C 5.424 0.249 -5.007
C -1.009 -4.385 4.944
C -5.540 3.107 -1.032
C 0.227 -0.890 0.182
C 5.953 2.257 -3.657
C 2.515 -2.645 -3.465
C -4.502 3.506 -0.175
C -2.394 1.051 3.504
C 0.566 1.297 1.297
C 1.347 4.871 1.686
C 4.391 0.051 5.216
C 6.409 -3.477 0.339
C -4.155 -1.890 -5.287
C -2.829 2.925 5.527
C 3.408 3.084 -1.860
C -7.056 -1.419 -0.642
C -1.264 6.572 2.813
C 2.544 -5.320 -6.195
C -1.336 6.613 1.269
C -4.751 4.243 0.985
C -3.868 -0.429 -5.814
C -0.398 -5.760 4.993
C -0.891 -0.386 -0.500
C 5.443 -2.556 0.007
C 5.192 0.942 -3.639
C -6.432 0.062 1.422
C 6.341 -4.376 1.395
C 1.395 3.975 4.065
C -4.736 -3.476 1.668
H -2.454 -2.607 3.552
H -1.695 -6.978 3.787
H 1.330 0.249 -2.459
H 2.535 0.741 4.821
H -4.314 1.617 -5.256
H -4.351 1.495 2.850
H 6.176 -1.113 5.580
H 2.189 -6.967 -1.728
H -3.345 -0.309 -3.060
H -1.831 7.552 0.918
H -5.217 -2.184 -5.451
H 2.127 -7.374 -4.185
H 3.698 -3.450 -4.997
H -5.517 -3.927 2.250
H -3.953 4.536 1.681
H 4.196 0.333 1.903
H 1.363 8.707 3.467
H 3.576 -5.551 -5.950
H 1.610 -5.137 1.378
H -7.860 -2.950 -1.933
H -1.481 3.714 3.289
H 4.619 2.009 1.488
H -8.913 -2.685 -0.448
H -5.289 0.359 -4.461
H -3.076 7.800 -2.159
H -1.462 -0.985 -1.182
H 1.487 -2.313 -3.243
H -3.040 3.709 6.267
H 0.658 -5.768 5.304
H -5.338 2.444 -1.868
H 2.357 -2.596 -5.689
H 2.014 4.057 1.499
H -0.066 -7.487 3.671
H 0.482 1.069 -4.895
H -3.208 5.723 2.853
H 5.443 -1.979 -0.860
H 1.584 -4.045 3.853
H 0.456 4.540 1.132
H 4.408 3.071 5.508
H 1.482 6.617 4.798
H -0.790 2.230 6.228
H 3.395 -0.348 -0.960
H 1.021 2.959 3.765
H -0.351 6.519 0.851
H 1.220 7.747 1.987
H -1.191 0.844 -3.229
H -4.704 3.165 4.681
H 3.544 -1.815 0.613
H 2.715 -5.688 -0.604
H -0.595 7.784 -2.107
H 5.313 -0.888 -2.767
H 2.680 6.470 3.571
H 6.885 2.838 2.356
H -2.744 6.206 4.426
H 3.253 -3.502 2.416
H 0.557 -4.689 -1.048
H 5.088 -0.768 -5.107
H -0.170 -1.236 -4.002
H -3.167 3.661 -3.127
H -4.913 -0.852 2.706
H -0.718 2.842 0.811
H -3.756 -2.139 -0.620
H -3.857 -3.305 2.300
H 1.046 4.114 5.092
H 6.724 -1.879 3.388
H 6.519 0.280 -5.163
H -4.537 -1.018 -7.789
H -0.680 -3.781 5.809
H 6.655 0.330 2.059
H -0.065 -5.337 -4.847
H -5.359 -0.211 -1.515
H 1.141 1.991 -2.895
H -5.782 -0.222 -6.779
H -0.636 3.581 -2.989
H -1.879 2.037 -4.364
H 2.020 -6.247 -6.348
H 1.726 -5.945 2.969
H -1.883 -1.741 -3.903
H 0.078 -3.625 -4.610
H 2.535 1.362 -4.844
H 2.904 -0.400 3.624
H -3.559 3.047 -0.316
H 7.121 -5.113 1.594
H 1.187 1.487 -1.240
H -7.849 0.436 -0.193
H -0.577 1.543 -6.302
H -5.936 -1.549 -2.476
H -0.591 7.841 4.455
H 5.715 0.082 -0.311
H 5.164 -1.471 2.784
H 1.247 -2.451 4.412
H -1.193 -1.708 4.388
H -3.578 -2.512 -5.975
H 2.497 3.848 4.002
H -1.256 -3.402 0.862
H -1.024 -1.956 -5.404
H -4.373 -4.227 0.911
H 3.458 0.780 7.091
H 3.946 -4.021 -2.546
H 3.286 -1.864 -3.227
H 0.121 -3.888 -2.635
H 0.529 -1.919 -0.065
H -2.997 -1.632 0.888
H -2.091 -4.526 5.033
H 1.166 -2.971 2.650
H 7.385 0.395 3.638
H 2.599 -4.727 -7.106
H -1.700 -0.674 -7.876
H -3.772 1.362 -2.765
H -1.958 5.782 0.979
H -8.326 -0.702 1.090
H -3.235 7.406 3.192
H 4.975 0.801 -5.811
H 5.964 2.891 -2.783
H 5.231 0.686 7.105
H -0.016 -5.628 -2.385
H -6.955 0.616 2.220
H -5.747 0.772 0.975
H 3.398 3.496 -2.884
H 5.488 2.823 -4.474
H 0.168 -4.236 -6.273
H -4.496 0.711 -7.593
H 5.728 1.564 -1.091
H 6.802 0.068 -2.709
H 6.898 2.977 4.148
H -2.150 -6.331 1.331
H 2.410 -0.959 5.366
H 0.366 -0.001 -6.257
H -7.578 3.368 -1.596
H -4.063 -0.517 0.061
H -0.898 -7.638 1.249
H 7.035 2.069 -3.849
H -2.248 0.290 2.760
H 4.347 3.157 -1.361
H -5.901 -4.194 -1.013
H 3.809 -6.198 -1.890
H -3.858 -2.066 -4.274
H 1.023 1.972 2.005
H -1.092 -1.788 2.619
H -6.385 -1.658 2.704
H -0.898 -6.320 5.786
H 4.206 -0.803 7.065
H 1.326 -6.797 1.411
H -8.105 4.824 0.361
H 2.809 -3.339 -1.424
H 3.431 1.779 2.765
H 1.874 -0.517 1.491
H 5.478 3.545 3.253
H -0.811 -6.213 0.225
H -6.930 -0.112 -2.447
H 2.533 3.470 -1.340
H -4.282 5.711 -2.762
H 4.725 -1.988 5.004
H 5.021 -5.010 2.961
H -8.785 -1.507 -1.867
H -0.929 8.692 2.952
H 3.529 1.214 -0.124
H 1.796 5.731 1.213
```

LUMO energy = 0.565 eV
HOMO-LUMO gap = 8.9 eV
Multiplicity = 1
HOMO energy = -0.30724 Eh
SMILES = CC1(C)CCCC(C)(C)N1O.CC1(C)CCCC(C)(C)N1O.CC1(C)CCCC(C)(C)N1O.CC1(C)CCCC(C)(C)N1O.CC1(C)CCCC(C)(C)N1O.CC1(C)CCCC(C)(C)N1O.CC1(C)CCCC(C)(C)N1O.Fc1ccccc1.Fc1ccccc1.Fc1ccccc1.Fc1ccccc1.Fc1ccccc1